{"formula": "C4H10O3", "method": "ωB97M-V/def2-TZVPD", "smiles": "O=CCCCO.O", "e_homo_ha": -0.3542, "lumo_ev": 0.6, "total_charge": 0, "homo_lumo_gap_ev": 10.281, "e_tot_ha": -384.08251, "elements": ["O", "C", "C", "C", "C", "O", "H", "H", "H", "H", "H", "H", "H", "H", "O", "H", "H"], "positions_angstrom": [[-0.31, -0.06, -2.56], [-0.07, -0.47, -1.45], [-0.58, 0.17, -0.22], [0.42, 1.09, 0.51], [-0.28, 2.04, 1.50], [0.44, 3.14, 2.03], [0.30, -1.51, -1.37], [-1.45, 0.75, -0.53], [-0.97, -0.57, 0.47], [1.05, 1.63, -0.19], [1.14, 0.57, 1.17], [-0.91, 1.56, 2.25], [-1.10, 2.58, 0.99], [1.11, 2.74, 2.62], [0.44, -4.13, -1.80], [-0.32, -4.74, -1.93], [1.08, -4.78, -1.50]]}



{"formula": "C39H32BrN5O2SSn", "method": "ωB97M-V/def2-TZVPD", "e_homo_ha": [-0.4832, -0.4833], "lumo_ev": [-6.6, -8.3], "total_charge": 2, "homo_lumo_gap_ev": [6.569, 4.847], "e_tot_ha": -5115.50842, "elements": ["Sn", "O", "C", "C", "C", "C", "C", "C", "C", "O", "N", "N", "C", "C", "Br", "C", "C", "C", "C", "C", "C", "C", "H", "H", "H", "H", "H", "H", "H", "H", "H", "H", "H", "H", "H", "H", "S", "C", "C", "C", "N", "C", "C", "C", "C", "C", "N", "C", "C", "H", "H", "H", "H", "H", "H", "H", "H", "N", "C", "C", "C", "C", "C", "C", "C", "C", "C", "C", "C", "C", "C", "H", "H", "H", "H", "H", "H", "H", "H", "H", "H"], "positions_angstrom": [[0.53, 0.58, -1.07], [-2.14, 0.01, -2.99], [-2.09, -0.90, -4.01], [-2.91, -0.85, -5.12], [-2.82, -1.84, -6.09], [-1.91, -2.88, -5.95], [-1.09, -2.92, -4.84], [-1.16, -1.94, -3.87], [-0.25, -1.97, -2.68], [0.51, -0.87, -2.46], [-1.11, -2.23, -1.45], [-0.92, -1.60, -0.36], [-1.66, -1.93, 0.70], [-1.50, -1.34, 1.95], [-0.34, 0.13, 2.18], [-2.20, -1.74, 3.08], [-2.94, -2.94, 3.28], [-3.95, -2.92, 4.26], [-4.74, -4.03, 4.49], [-4.50, -5.20, 3.77], [-3.46, -5.26, 2.84], [-2.69, -4.15, 2.60], [-2.82, 0.67, -3.15], [-3.63, -0.04, -5.24], [-3.46, -1.79, -6.96], [-1.85, -3.65, -6.71], [-0.36, -3.72, -4.74], [0.38, -2.87, -2.74], [-1.82, -2.96, -1.52], [-2.44, -2.68, 0.57], [-2.20, -1.04, 3.90], [-4.12, -2.01, 4.82], [-5.53, -4.00, 5.22], [-5.10, -6.07, 3.96], [-3.25, -6.20, 2.34], [-1.83, -4.23, 1.94], [7.39, -0.88, -0.21], [5.66, -0.52, -0.35], [4.69, -1.47, -0.04], [3.36, -1.13, -0.18], [2.96, 0.07, -0.60], [3.88, 0.98, -0.91], [5.24, 0.73, -0.79], [7.43, -1.23, 1.54], [7.28, -0.20, 2.47], [7.31, -0.53, 3.82], [7.49, -1.77, 4.27], [7.66, -2.73, 3.37], [7.63, -2.52, 2.00], [4.97, -2.46, 0.29], [2.59, -1.85, 0.05], [3.52, 1.95, -1.24], [5.96, 1.50, -1.05], [7.16, 0.83, 2.16], [7.19, 0.24, 4.57], [7.82, -3.73, 3.76], [7.78, -3.34, 1.31], [-1.67, 1.85, -0.80], [-1.75, 3.07, -0.49], [-0.50, 3.89, -0.41], [-0.15, 4.49, 0.79], [1.03, 5.21, 0.88], [1.84, 5.36, -0.24], [1.48, 4.78, -1.44], [0.31, 4.04, -1.53], [-3.07, 3.70, -0.22], [-4.15, 2.92, 0.21], [-5.38, 3.51, 0.44], [-5.54, 4.88, 0.24], [-4.47, 5.65, -0.19], [-3.23, 5.07, -0.41], [-0.80, 4.39, 1.65], [1.31, 5.67, 1.82], [2.75, 5.94, -0.17], [2.09, 4.92, -2.32], [0.00, 3.61, -2.48], [-4.01, 1.86, 0.37], [-6.21, 2.91, 0.78], [-6.50, 5.34, 0.42], [-4.60, 6.71, -0.34], [-2.40, 5.67, -0.74]]}



{"formula": "C18H54O9", "method": "ωB97M-V/def2-TZVPD", "smiles": "CCO.CCO.CCO.CCO.CCO.CCO.CCO.CCO.CCO", "e_homo_ha": -0.3625, "lumo_ev": 0.2, "total_charge": 0, "homo_lumo_gap_ev": 10.059, "e_tot_ha": -1395.26530, "elements": ["C", "C", "O", "H", "H", "H", "H", "H", "H", "C", "C", "O", "H", "H", "H", "H", "H", "H", "C", "C", "O", "H", "H", "H", "H", "H", "H", "C", "C", "O", "H", "H", "H", "H", "H", "H", "C", "C", "O", "H", "H", "H", "H", "H", "H", "C", "C", "O", "H", "H", "H", "H", "H", "H", "C", "C", "O", "H", "H", "H", "H", "H", "H", "C", "C", "O", "H", "H", "H", "H", "H", "H", "C", "C", "O", "H", "H", "H", "H", "H", "H"], "positions_angstrom": [[-2.50, 2.18, -2.69], [-1.36, 1.19, -2.90], [-0.26, 1.52, -2.02], [-3.01, 1.94, -1.76], [-3.24, 2.12, -3.50], [-2.10, 3.19, -2.65], [-0.95, 1.25, -3.91], [-1.70, 0.17, -2.68], [-0.56, 1.16, -1.17], [-2.76, -2.95, 3.71], [-1.69, -3.41, 2.74], [-0.99, -4.50, 3.35], [-3.36, -3.80, 4.02], [-3.37, -2.16, 3.27], [-2.29, -2.53, 4.60], [-0.97, -2.60, 2.57], [-2.04, -3.69, 1.74], [-0.42, -4.89, 2.68], [2.59, 0.70, -3.28], [2.29, 1.73, -4.36], [3.34, 2.68, -4.47], [2.75, 1.26, -2.36], [3.47, 0.12, -3.57], [1.75, 0.02, -3.10], [1.37, 2.29, -4.16], [2.11, 1.23, -5.32], [4.11, 2.21, -4.79], [-2.29, -3.34, -2.31], [-3.01, -3.90, -3.53], [-2.67, -3.16, -4.70], [-1.21, -3.45, -2.39], [-2.53, -3.90, -1.40], [-2.57, -2.30, -2.11], [-4.09, -3.93, -3.38], [-2.64, -4.91, -3.70], [-2.84, -2.23, -4.53], [-4.75, 1.37, 1.89], [-4.02, 0.05, 1.61], [-3.44, 0.06, 0.33], [-4.05, 2.21, 1.98], [-5.34, 1.34, 2.80], [-5.40, 1.63, 1.05], [-4.73, -0.78, 1.68], [-3.24, -0.09, 2.36], [-2.50, 0.30, 0.40], [3.23, 2.46, 2.72], [4.57, 2.87, 3.28], [5.56, 2.88, 2.27], [2.50, 2.27, 3.51], [3.25, 1.59, 2.07], [2.75, 3.24, 2.11], [4.83, 2.11, 4.03], [4.47, 3.83, 3.79], [6.36, 3.26, 2.65], [3.96, -2.12, -0.69], [5.03, -2.81, 0.15], [5.45, -4.03, -0.44], [3.49, -1.32, -0.11], [3.21, -2.82, -1.05], [4.39, -1.66, -1.58], [4.65, -3.06, 1.14], [5.88, -2.12, 0.27], [5.98, -3.81, -1.21], [0.08, -1.45, -0.21], [0.33, -0.27, 0.71], [-0.72, 0.69, 0.59], [-0.77, -2.04, 0.14], [0.95, -2.10, -0.23], [-0.21, -1.15, -1.22], [1.23, 0.26, 0.38], [0.53, -0.60, 1.73], [-0.57, 1.41, 1.23], [-1.39, 3.99, 1.09], [-0.94, 3.78, 2.52], [-0.41, 2.45, 2.66], [-2.14, 3.24, 0.83], [-0.60, 3.86, 0.35], [-1.84, 4.98, 1.00], [-1.79, 3.89, 3.20], [-0.18, 4.52, 2.76], [-0.01, 2.38, 3.52]]}



{"formula": "C47H36CrNOP2S", "method": "ωB97M-V/def2-TZVPD", "e_homo_ha": [-0.4915, -0.4870], "multiplicity": 2, "lumo_ev": [-6.8, -6.3], "total_charge": 2, "homo_lumo_gap_ev": [6.559, 6.907], "e_tot_ha": -4067.43869, "elements": ["Cr", "O", "S", "C", "C", "C", "C", "C", "C", "P", "C", "C", "C", "C", "C", "C", "C", "C", "C", "C", "C", "C", "C", "C", "C", "C", "C", "C", "P", "C", "C", "C", "C", "C", "C", "C", "C", "C", "C", "C", "C", "H", "H", "H", "H", "H", "H", "H", "H", "H", "H", "H", "H", "H", "H", "H", "H", "H", "H", "H", "H", "H", "H", "H", "H", "H", "H", "H", "H", "C", "C", "C", "C", "N", "C", "C", "C", "C", "C", "C", "C", "H", "H", "H", "H", "H", "H", "H", "H"], "positions_angstrom": [[0.02, 0.16, 0.34], [-2.54, 0.56, 0.67], [-2.04, -0.17, -0.50], [-2.44, 0.69, -2.05], [-3.30, 0.28, -3.05], [-3.24, 0.90, -4.29], [-2.34, 1.92, -4.52], [-1.51, 2.36, -3.51], [-1.54, 1.74, -2.26], [-0.40, 2.16, -0.88], [-1.32, 3.29, 0.21], [-0.57, 3.82, 1.27], [-1.17, 4.66, 2.18], [-2.51, 5.00, 2.04], [-3.24, 4.49, 0.98], [-2.66, 3.62, 0.07], [0.85, 3.24, -1.65], [0.55, 4.58, -1.87], [1.48, 5.39, -2.51], [2.70, 4.87, -2.92], [2.99, 3.53, -2.69], [2.07, 2.72, -2.06], [-2.73, -1.84, -0.57], [-3.97, -2.24, -1.05], [-4.19, -3.58, -1.30], [-3.19, -4.51, -1.04], [-2.01, -4.12, -0.41], [-1.78, -2.78, -0.16], [-0.35, -2.15, 0.81], [0.87, -3.48, 0.65], [1.24, -4.29, 1.72], [2.18, -5.29, 1.53], [2.74, -5.48, 0.28], [2.37, -4.68, -0.79], [1.43, -3.69, -0.61], [-0.93, -2.23, 2.53], [0.02, -1.84, 3.49], [-0.32, -1.85, 4.83], [-1.61, -2.19, 5.22], [-2.55, -2.55, 4.26], [-2.21, -2.58, 2.92], [-3.99, -0.53, -2.88], [-3.90, 0.55, -5.08], [-2.27, 2.37, -5.50], [-0.81, 3.17, -3.68], [0.49, 3.59, 1.34], [-0.58, 5.07, 2.99], [-2.97, 5.68, 2.74], [-4.27, 4.79, 0.85], [-3.24, 3.22, -0.75], [-0.39, 4.99, -1.55], [1.26, 6.43, -2.67], [3.42, 5.50, -3.41], [3.95, 3.12, -2.99], [2.30, 1.68, -1.89], [-4.76, -1.51, -1.20], [-5.13, -3.90, -1.71], [-3.34, -5.55, -1.30], [-1.27, -4.86, -0.13], [0.80, -4.15, 2.70], [2.46, -5.92, 2.35], [3.48, -6.26, 0.13], [2.81, -4.83, -1.76], [1.13, -3.06, -1.44], [1.02, -1.56, 3.17], [0.42, -1.59, 5.57], [-1.87, -2.20, 6.26], [-3.55, -2.81, 4.56], [-2.95, -2.88, 2.19], [2.43, 1.50, 3.57], [3.72, 1.20, 3.16], [3.89, 0.61, 1.92], [2.78, 0.35, 1.11], [1.53, 0.64, 1.53], [1.37, 1.20, 2.74], [2.82, -0.20, -0.24], [3.97, -0.53, -0.94], [3.87, -0.97, -2.25], [2.63, -1.06, -2.86], [1.48, -0.73, -2.16], [1.55, -0.31, -0.84], [2.25, 1.97, 4.53], [4.57, 1.42, 3.79], [4.88, 0.36, 1.57], [0.34, 1.42, 3.03], [4.95, -0.43, -0.48], [4.76, -1.22, -2.80], [2.56, -1.39, -3.89], [0.52, -0.79, -2.66]]}



{"formula": "C18H33BiClIN2OP2", "method": "ωB97M-V/def2-TZVPD", "e_homo_ha": [-0.5040, -0.5057], "lumo_ev": [-8.1, -9.0], "total_charge": 2, "homo_lumo_gap_ev": [5.569, 4.748], "e_tot_ha": -2544.98073, "elements": ["C", "I", "H", "H", "H", "Bi", "P", "C", "C", "H", "H", "H", "H", "H", "H", "C", "H", "H", "H", "P", "C", "C", "H", "H", "H", "C", "H", "H", "H", "H", "H", "H", "Cl", "C", "N", "N", "C", "O", "C", "C", "C", "C", "C", "C", "C", "C", "C", "H", "H", "H", "H", "H", "H", "H", "H", "H", "H", "H", "H"], "positions_angstrom": [[-0.41, 2.26, -1.16], [-1.32, -0.94, -1.88], [-0.22, 3.34, -1.34], [0.50, 1.69, -1.37], [-0.71, 2.10, -0.12], [-2.42, 2.10, -2.63], [0.28, 0.82, -3.69], [1.69, -0.06, -2.89], [-0.12, -0.26, -5.12], [0.75, -0.25, -5.78], [1.71, 1.73, -5.37], [-1.00, 0.13, -5.65], [0.47, 2.96, -4.88], [1.38, -1.01, -2.44], [-0.34, -1.29, -4.78], [1.18, 2.19, -4.53], [2.42, -0.27, -3.69], [1.90, 2.66, -3.85], [2.15, 0.55, -2.11], [-3.35, 1.42, 0.09], [-2.62, 0.58, 1.56], [-3.88, 3.03, 0.78], [-5.40, 0.79, -1.07], [-5.59, 0.81, 0.73], [-4.74, -0.56, -0.10], [-4.93, 0.52, -0.11], [-4.09, 3.73, -0.04], [-4.79, 2.85, 1.37], [-3.42, 0.44, 2.31], [-1.81, 1.19, 1.98], [-3.10, 3.46, 1.41], [-2.19, -0.39, 1.27], [-3.40, 3.83, -4.14], [3.46, -1.98, 3.02], [2.87, -0.88, 2.30], [1.60, -0.98, 1.90], [1.26, 0.11, 1.12], [0.12, 0.21, 0.65], [2.47, 0.89, 1.06], [3.42, 0.25, 1.81], [4.81, 0.63, 2.18], [0.76, -2.10, 2.13], [0.38, -2.39, 3.43], [-0.48, -3.46, 3.66], [-1.08, -4.12, 2.59], [-0.80, -3.72, 1.28], [0.19, -2.77, 1.04], [4.50, -1.72, 3.20], [3.38, -2.90, 2.43], [2.92, -2.12, 3.96], [2.60, 1.80, 0.49], [4.91, 0.80, 3.27], [5.56, -0.12, 1.87], [5.07, 1.58, 1.68], [0.79, -1.78, 4.23], [-0.65, -3.77, 4.69], [-1.79, -4.94, 2.77], [-1.33, -4.17, 0.43], [0.50, -2.53, 0.02]]}



{"formula": "C3H5NO3", "method": "ωB97M-V/def2-TZVPD", "smiles": "C[C@H](O)ON=C=O", "e_homo_ha": -0.3521, "lumo_ev": 0.6, "total_charge": 0, "homo_lumo_gap_ev": 10.175, "e_tot_ha": -397.65118, "elements": ["C", "C", "O", "O", "N", "C", "O", "H", "H", "H", "H", "H"], "positions_angstrom": [[0.25, -0.22, -1.76], [0.59, 0.53, -0.40], [1.85, 0.15, -0.02], [-0.52, -0.12, 0.59], [-0.71, 0.06, 2.01], [-1.60, -0.02, 2.85], [-2.39, -0.04, 3.69], [-0.76, 0.08, -2.22], [0.25, -1.25, -1.59], [0.92, 0.13, -2.57], [0.43, 1.55, -0.39], [1.69, -0.84, -0.20]]}



{"formula": "C23H54FGaIN8O7", "method": "ωB97M-V/def2-TZVPD", "e_homo_ha": -0.1945, "lumo_ev": 2.1, "total_charge": -1, "homo_lumo_gap_ev": 7.363, "e_tot_ha": -4196.01149, "elements": ["N", "C", "C", "Ga", "F", "I", "C", "C", "O", "C", "N", "H", "H", "H", "H", "H", "H", "H", "H", "H", "H", "H", "H", "C", "O", "N", "C", "C", "H", "H", "H", "H", "H", "H", "H", "C", "O", "N", "C", "C", "H", "H", "H", "H", "H", "H", "H", "C", "O", "N", "C", "C", "H", "H", "H", "H", "H", "H", "H", "C", "O", "N", "C", "C", "H", "H", "H", "H", "H", "H", "H", "C", "O", "N", "C", "C", "H", "H", "H", "H", "H", "H", "H", "C", "O", "N", "C", "C", "H", "H", "H", "H", "H", "H", "H"], "positions_angstrom": [[-1.18, -5.58, -0.39], [-0.43, -4.54, -0.27], [-0.59, -3.33, -1.08], [-1.68, -1.99, -0.02], [-1.52, -2.31, 1.76], [-0.47, 0.36, -0.25], [-3.56, -1.71, -0.67], [-4.62, -2.55, 0.05], [-4.09, -3.33, 1.11], [-5.39, -3.52, -0.84], [-4.63, -4.68, -1.26], [-0.89, -6.28, 0.29], [0.35, -4.56, 0.49], [-1.07, -3.54, -2.03], [0.40, -2.88, -1.23], [-3.60, -1.89, -1.75], [-3.80, -0.66, -0.54], [-5.35, -1.86, 0.47], [-3.79, -2.74, 1.80], [-5.70, -2.98, -1.73], [-6.28, -3.83, -0.28], [-4.00, -5.00, -0.53], [-4.08, -4.49, -2.08], [-3.77, 0.34, 2.48], [-4.82, -0.05, 2.02], [-3.62, 0.87, 3.71], [-2.33, 1.31, 4.20], [-4.79, 0.98, 4.56], [-2.82, 0.29, 1.91], [-2.05, 0.75, 5.10], [-2.36, 2.37, 4.45], [-1.58, 1.14, 3.44], [-5.24, 0.00, 4.73], [-5.55, 1.61, 4.09], [-4.50, 1.42, 5.52], [3.08, 3.39, -0.85], [2.11, 3.21, -0.15], [3.68, 2.46, -1.61], [4.84, 2.76, -2.42], [3.15, 1.10, -1.61], [3.56, 4.39, -0.94], [4.63, 2.57, -3.48], [5.69, 2.15, -2.12], [5.10, 3.81, -2.31], [2.12, 1.09, -1.96], [3.17, 0.69, -0.61], [3.76, 0.48, -2.27], [3.81, -2.21, 2.62], [4.20, -2.24, 1.46], [2.96, -1.30, 3.12], [2.55, -1.32, 4.51], [2.40, -0.28, 2.24], [4.14, -2.94, 3.37], [1.47, -1.46, 4.58], [2.83, -0.39, 5.00], [3.04, -2.15, 5.02], [1.84, -0.75, 1.43], [3.21, 0.31, 1.80], [1.74, 0.37, 2.80], [2.57, -6.20, 0.94], [1.64, -6.56, 1.62], [3.32, -7.02, 0.18], [4.43, -6.54, -0.61], [2.99, -8.43, 0.16], [2.90, -5.14, 0.89], [4.26, -6.74, -1.67], [5.36, -7.02, -0.31], [4.53, -5.46, -0.48], [1.97, -8.58, -0.20], [3.05, -8.86, 1.16], [3.68, -8.95, -0.50], [-1.19, 3.14, -3.56], [-0.83, 3.12, -4.73], [-2.06, 4.03, -3.06], [-2.45, 4.03, -1.66], [-2.61, 5.04, -3.95], [-0.83, 2.42, -2.81], [-3.53, 3.90, -1.57], [-2.17, 4.98, -1.20], [-1.95, 3.22, -1.13], [-3.15, 4.57, -4.77], [-1.81, 5.64, -4.38], [-3.28, 5.68, -3.39], [0.65, 8.06, -0.72], [-0.31, 7.81, -0.02], [1.23, 7.18, -1.56], [2.36, 7.54, -2.39], [0.71, 5.82, -1.63], [1.13, 9.05, -0.75], [2.11, 7.41, -3.45], [3.23, 6.92, -2.15], [2.62, 8.59, -2.22], [-0.33, 5.84, -1.93], [0.78, 5.33, -0.66], [1.28, 5.25, -2.36]]}